Computed, not measured: a structure of composition C23H37AuN4OS, with ωB97M-V with the def2-TZVPD basis set.

- calculated total energy (eV) = -46970.7221
- net charge = +2
- gap between HOMO and LUMO (spin up / spin down) (eV) = 6.867 / 6.866
- LUMO (spin up / spin down) (eV) = -7.8 / -7.8
- energy relative to the best compared isomer or geometry (same formula, charge and spin) (eV) = 0.523

```
67
C23H37AuN4OS, DFT ωB97M-V with the def2-TZVPD basis set
Au -0.68228 -0.42253 -0.53598
C 4.47165 -2.10818 -1.41653
C 3.46678 -2.37999 -2.54675
C 4.00671 -1.86906 -3.88768
C 3.12505 -3.87298 -2.61856
C 2.22519 -1.63452 -2.22745
N 1.25134 -1.07092 -1.99247
H 5.39625 -2.64045 -1.63722
H 4.09318 -2.46139 -0.45686
H 4.70208 -1.04476 -1.34120
H 4.94822 -2.37611 -4.09670
H 4.19269 -0.79547 -3.86059
H 3.31291 -2.08179 -4.70030
H 4.05088 -4.43138 -2.75468
H 2.46785 -4.08834 -3.46046
H 2.64885 -4.21879 -1.70116
C -1.33481 1.11434 5.39320
C -1.21476 -0.10422 4.53424
C -1.78747 -1.32164 4.88548
C -1.62579 -2.38668 4.02511
N -0.95248 -2.27290 2.87337
C -0.43940 -1.07918 2.64524
S 0.60696 -0.99805 1.18268
N -0.51889 0.01183 3.39341
H -1.76963 0.88092 6.36171
H -1.96827 1.85419 4.90048
H -0.35255 1.56158 5.54276
H -2.33882 -1.43126 5.80858
H -2.04398 -3.36122 4.24574
C 1.96159 4.36523 1.09039
N 1.98374 2.87031 1.09443
C 1.26999 2.33786 2.29498
C 1.50933 2.24406 -0.20940
C 0.06243 2.49345 -0.52069
C -0.31933 3.74610 -1.01306
C -1.64114 4.06313 -1.28244
C -2.63240 3.12133 -1.07283
C -2.29083 1.84258 -0.64151
C -0.95750 1.54414 -0.42183
H 2.45835 4.71126 1.99271
H 0.92854 4.69788 1.08638
H 2.48749 4.73277 0.21260
H 2.96276 2.59463 1.17514
H 0.20329 2.48700 2.15620
H 1.61790 2.88181 3.16955
H 1.47648 1.28050 2.39815
H 1.71599 1.17864 -0.13346
H 2.14699 2.67897 -0.97880
H 0.44644 4.48821 -1.20303
H -1.89315 5.04545 -1.65736
H -3.67111 3.36021 -1.25814
H -3.06380 1.10065 -0.50225
C -3.67030 -1.40733 0.85262
C -3.88045 -1.39919 -0.63766
O -2.61567 -1.54922 -1.31815
C -2.82995 -1.73648 -2.74124
C -1.52516 -2.04062 -3.42446
H -4.63683 -1.37092 1.35529
H -3.08556 -0.54497 1.18658
H -3.15182 -2.31529 1.15514
H -4.36433 -0.47939 -0.98364
H -4.51542 -2.23222 -0.94409
H -3.29391 -0.83193 -3.14526
H -3.53597 -2.56067 -2.85532
H -0.85679 -1.17774 -3.43203
H -1.71795 -2.31437 -4.46136
H -1.01937 -2.87683 -2.93958
```

Löwdin population analysis, charges in e, atoms 1 to 4: atom 1 (Au): 0.92, atom 2 (C): -0.03, atom 3 (C): -0.59, atom 4 (C): -0.03